DFT (ωB97M-V/def2-TZVPD) results for a cluster of 7 separate species, C35H59FN7O2PS in total at a distorted geometry.

Each line ends with the Löwdin charge.
Cartesian coordinates (Å):
1 C -0.862 4.793 1.199  -0.16
2 C -0.278 3.654 2.150  -0.38
3 P -0.055 1.984 1.260  0.94
4 C -1.452 1.887 0.000  -0.27
5 N -0.181 0.726 2.502  -0.41
6 C -1.516 0.584 3.155  -0.23
7 C -2.597 -0.260 2.394  -0.15
8 C -3.864 0.518 1.929  -0.21
9 C -4.127 1.924 2.108  -0.06
10 C -5.334 2.533 1.582  -0.08
11 C -6.309 1.758 0.856  -0.09
12 C -6.095 0.333 0.680  -0.06
13 C -4.878 -0.264 1.215  -0.03
14 S 0.531 -0.716 2.068  0.60
15 O 1.959 -0.614 2.236  -0.28
16 O 0.038 -1.876 2.781  -0.27
17 F 0.273 -0.945 0.431  -0.23
18 H -0.628 4.564 0.122  0.02
19 H -1.965 4.925 1.373  0.07
20 H -0.399 5.796 1.405  0.07
21 H 0.775 3.971 2.392  0.07
22 H -0.809 3.556 3.129  0.06
23 H -1.870 0.861 -0.134  0.04
24 H -2.245 2.666 0.150  0.04
25 H -0.969 2.155 -0.981  0.01
26 H -1.335 0.064 4.139  0.12
27 H -1.852 1.612 3.444  0.10
28 H -2.215 -0.821 1.503  0.10
29 H -2.964 -1.056 3.102  0.13
30 H -3.395 2.573 2.629  0.09
31 H -5.486 3.625 1.719  0.10
32 H -7.205 2.267 0.439  0.10
33 H -6.839 -0.270 0.123  0.08
34 H -4.693 -1.357 1.083  0.09
35 C 1.330 -0.515 7.247  -0.11
36 C 0.980 -1.879 7.828  -0.26
37 C -0.322 -2.453 7.264  -0.19
38 C -1.492 -1.657 7.639  -0.24
39 N -2.409 -1.029 7.929  0.14
40 H 0.579 0.236 7.505  0.07
41 H 2.288 -0.172 7.640  0.07
42 H 1.409 -0.562 6.157  0.07
43 H 0.919 -1.803 8.916  0.11
44 H 1.792 -2.574 7.602  0.11
45 H -0.454 -3.471 7.640  0.12
46 H -0.258 -2.525 6.175  0.12
47 C 0.055 7.386 -3.892  -0.11
48 C -0.736 6.242 -4.515  -0.26
49 C -1.450 5.369 -3.479  -0.18
50 C -0.510 4.651 -2.619  -0.20
51 N 0.228 4.088 -1.942  0.17
52 H 0.865 7.014 -3.261  0.07
53 H 0.501 8.004 -4.673  0.07
54 H -0.591 8.023 -3.283  0.07
55 H -0.067 5.631 -5.125  0.11
56 H -1.487 6.663 -5.190  0.11
57 H -2.078 4.641 -3.999  0.12
58 H -2.117 5.982 -2.867  0.12
59 C 2.682 -4.267 -1.828  -0.10
60 C 2.542 -2.762 -1.633  -0.26
61 C 1.541 -2.116 -2.592  -0.19
62 C 1.977 -2.196 -3.987  -0.23
63 N 2.318 -2.262 -5.082  0.15
64 H 3.081 -4.508 -2.816  0.06
65 H 3.366 -4.681 -1.085  0.08
66 H 1.717 -4.768 -1.715  0.08
67 H 3.525 -2.295 -1.741  0.11
68 H 2.208 -2.573 -0.617  0.09
69 H 1.419 -1.065 -2.320  0.11
70 H 0.561 -2.587 -2.483  0.12
71 C -7.005 -6.062 2.390  -0.11
72 C -5.631 -5.701 1.837  -0.26
73 C -5.416 -4.192 1.701  -0.20
74 C -6.306 -3.590 0.708  -0.24
75 N -6.995 -3.100 -0.065  0.16
76 H -7.803 -5.743 1.717  0.07
77 H -7.088 -7.143 2.514  0.07
78 H -7.170 -5.596 3.365  0.08
79 H -5.492 -6.190 0.869  0.11
80 H -4.868 -6.102 2.509  0.11
81 H -4.380 -4.007 1.404  0.12
82 H -5.559 -3.705 2.669  0.12
83 C 6.489 -5.056 -6.644  -0.11
84 C 5.379 -4.337 -5.884  -0.27
85 C 5.900 -3.453 -4.750  -0.20
86 C 6.536 -4.230 -3.685  -0.24
87 N 7.037 -4.840 -2.849  0.14
88 H 7.030 -5.751 -5.998  0.07
89 H 6.067 -5.630 -7.470  0.07
90 H 7.205 -4.343 -7.059  0.08
91 H 4.675 -5.075 -5.492  0.11
92 H 4.825 -3.710 -6.586  0.10
93 H 5.063 -2.892 -4.326  0.09
94 H 6.606 -2.717 -5.144  0.12
95 C 3.809 2.608 -1.642  -0.11
96 C 5.191 2.958 -2.179  -0.27
97 C 5.416 4.466 -2.311  -0.19
98 C 4.539 5.074 -3.314  -0.23
99 N 3.848 5.553 -4.097  0.14
100 H 3.019 2.932 -2.324  0.06
101 H 3.719 1.527 -1.521  0.07
102 H 3.634 3.074 -0.670  0.08
103 H 5.338 2.468 -3.145  0.11
104 H 5.944 2.551 -1.499  0.11
105 H 6.456 4.647 -2.596  0.12
106 H 5.265 4.953 -1.344  0.12

Summary:
Energy (a.u.): -2742.10599
HOMO energy (eV): -8.69
F_max (eV Å⁻¹): 3.7

***

DFT (ωB97M-V/def2-TZVPD) results for a structure of composition C35H60N3P2RuS at a distorted geometry.

Each line ends with the Löwdin spin population.
Cartesian coordinates (Å):
1 Ru -0.149 0.831 0.505  2.15
2 C -2.587 3.899 -0.767  0.00
3 C -1.835 3.084 -1.826  0.00
4 C -2.481 3.204 -3.206  0.00
5 P -1.658 1.330 -1.247  0.07
6 C -1.459 0.189 -2.688  0.03
7 C -0.127 0.474 -3.389  0.00
8 C -1.552 -1.251 -2.166  0.01
9 C -3.228 0.870 -0.455  0.09
10 C -4.455 0.949 -1.077  0.01
11 C -5.646 0.671 -0.389  0.14
12 C -6.966 0.733 -1.073  0.03
13 C -5.557 0.350 0.977  -0.01
14 C -4.346 0.238 1.611  0.09
15 C -3.141 0.438 0.893  0.06
16 N -1.905 0.273 1.456  0.33
17 C -1.692 -0.469 2.612  0.05
18 C -2.423 -1.622 2.942  0.06
19 C -2.154 -2.299 4.112  0.00
20 C -1.174 -1.861 5.010  0.09
21 C -0.929 -2.592 6.287  0.02
22 C -0.411 -0.739 4.654  0.01
23 C -0.651 -0.057 3.481  0.07
24 P 0.353 1.283 2.791  0.11
25 C 1.998 1.273 3.634  0.02
26 C 1.973 1.870 5.044  0.01
27 C 3.077 1.937 2.770  0.00
28 C -0.568 2.895 2.882  0.02
29 C 0.044 3.799 1.796  0.03
30 C -0.658 3.591 4.235  0.00
31 H -2.474 4.962 -0.980  0.00
32 H -2.212 3.709 0.241  0.00
33 H -3.652 3.669 -0.782  0.00
34 H -0.806 3.452 -1.889  0.00
35 H -3.488 2.786 -3.227  0.00
36 H -1.887 2.737 -3.989  0.00
37 H -2.567 4.264 -3.449  0.00
38 H -2.286 0.377 -3.376  0.00
39 H 0.705 0.406 -2.688  0.00
40 H -0.110 1.466 -3.840  0.00
41 H 0.039 -0.252 -4.186  0.00
42 H -0.863 -1.407 -1.329  0.00
43 H -1.290 -1.949 -2.959  0.00
44 H -2.559 -1.489 -1.822  0.00
45 H -4.515 1.236 -2.120  0.00
46 H -6.932 1.329 -1.983  0.00
47 H -7.738 1.124 -0.411  0.00
48 H -7.279 -0.278 -1.351  0.01
49 H -6.469 0.204 1.542  0.00
50 H -4.306 0.032 2.672  0.00
51 H -3.168 -2.000 2.254  0.00
52 H -2.706 -3.203 4.337  0.00
53 H -1.852 -3.021 6.671  0.00
54 H -0.484 -1.948 7.043  0.00
55 H -0.238 -3.425 6.125  0.01
56 H 0.376 -0.409 5.323  0.00
57 H 2.203 0.199 3.693  0.00
58 H 2.073 2.953 5.009  0.00
59 H 2.829 1.484 5.598  0.00
60 H 1.071 1.627 5.605  0.00
61 H 2.999 3.024 2.811  0.00
62 H 3.021 1.624 1.728  0.00
63 H 4.060 1.667 3.154  0.00
64 H -1.582 2.611 2.580  0.00
65 H 1.035 4.152 2.084  0.00
66 H -0.582 4.675 1.626  0.00
67 H 0.151 3.273 0.825  0.01
68 H 0.302 3.994 4.552  0.00
69 H -1.038 2.923 5.007  0.00
70 H -1.355 4.426 4.152  0.00
71 C 3.634 0.577 -4.018  0.00
72 C 4.936 -0.213 -4.160  0.00
73 C 4.944 -1.576 -3.462  0.00
74 C 5.189 -1.532 -1.950  0.00
75 N 4.094 -0.897 -1.201  0.03
76 C 2.902 -1.353 -0.890  0.06
77 S 1.862 -0.166 -0.099  0.31
78 N 2.455 -2.579 -1.060  0.01
79 C 3.209 -3.806 -1.386  0.00
80 C 2.281 -4.986 -1.676  0.00
81 C 1.824 -5.079 -3.134  0.00
82 C 0.904 -3.947 -3.581  0.00
83 H 3.660 1.458 -4.658  0.00
84 H 3.463 0.929 -2.997  0.00
85 H 2.777 -0.030 -4.321  0.00
86 H 5.783 0.387 -3.820  0.00
87 H 5.099 -0.394 -5.223  0.00
88 H 5.750 -2.183 -3.878  0.00
89 H 4.001 -2.094 -3.669  0.00
90 H 6.081 -0.945 -1.739  0.00
91 H 5.363 -2.535 -1.567  0.00
92 H 4.232 0.081 -0.999  0.00
93 H 1.498 -2.740 -0.788  0.00
94 H 3.853 -4.043 -0.537  0.00
95 H 3.839 -3.635 -2.258  0.00
96 H 1.416 -4.958 -1.003  0.00
97 H 2.834 -5.893 -1.433  0.00
98 H 1.302 -6.028 -3.268  0.00
99 H 2.702 -5.118 -3.783  0.00
100 H -0.007 -3.943 -2.977  0.00
101 H 0.614 -4.081 -4.622  0.00
102 H 1.388 -2.969 -3.496  0.00

Summary:
Net charge: +3
Relative energy (zero: lowest compared OMol25 entry of this formula, charge and spin) (kJ/mol): 11.8
Energy (a.u.): -2708.79575
Multiplicity: 5
<S²>: 6.05
HOMO energy (spin up / spin down) (eV): -15.77 / -16.33
F_max (eV Å⁻¹): 1.1